Arrangement 1

Below is a 2-piece molecular cluster, C11H18O overall, with properties calculated with ωB97M-V/def2-TZVPD.

Its molar mass is 166.264 g mol⁻¹. As for the frontier orbital gap: 9.20 eV. As for the HOMO energy: -8.4 eV. The SMILES is CCc1ccc(O)cc1.CCC.

Cartesian coordinates (Å):
C (-2.89, 1.49, 1.10)
C (-1.99, 0.38, 0.58)
C (-0.50, 0.61, 0.66)
C (0.33, 0.11, 1.64)
C (1.68, 0.43, 1.64)
C (2.20, 1.27, 0.69)
O (3.52, 1.62, 0.68)
C (1.42, 1.74, -0.38)
C (0.08, 1.39, -0.37)
H (-3.79, 1.59, 0.49)
H (-2.35, 2.46, 1.07)
H (-3.03, 1.53, 2.20)
H (-2.16, -0.54, 1.17)
H (-2.24, 0.06, -0.42)
H (-0.10, -0.49, 2.45)
H (2.37, 0.13, 2.43)
H (4.07, 1.07, 1.24)
H (1.76, 2.33, -1.22)
H (-0.54, 1.86, -1.11)
C (-1.40, -1.57, -2.35)
C (-1.32, -2.65, -1.25)
C (-0.14, -3.55, -1.68)
H (-0.82, -1.91, -3.21)
H (-2.32, -1.20, -2.77)
H (-0.64, -0.80, -2.23)
H (-2.26, -3.18, -1.30)
H (-1.14, -2.30, -0.23)
H (-0.42, -4.10, -2.58)
H (0.31, -4.23, -0.96)
H (0.74, -2.95, -1.97)

Population analysis type natural (NBO), resulting atomic charges in e: atom 1 (C): -0.62, atom 2 (C): -0.43, atom 3 (C): -0.05, atom 4 (C): -0.19, atom 5 (C): -0.29, atom 6 (C): 0.30, atom 7 (O): -0.68, atom 8 (C): -0.27, atom 9 (C): -0.18, atom 10 (H): 0.22, atom 11 (H): 0.21, atom 12 (H): 0.22, atom 13 (H): 0.20, atom 14 (H): 0.22, atom 15 (H): 0.21, atom 16 (H): 0.21, atom 17 (H): 0.48, atom 18 (H): 0.23, atom 19 (H): 0.21, atom 20 (C): -0.65, atom 21 (C): -0.41, atom 22 (C): -0.61, atom 23 (H): 0.21, atom 24 (H): 0.21, atom 25 (H): 0.22, atom 26 (H): 0.20, atom 27 (H): 0.21, atom 28 (H): 0.20, atom 29 (H): 0.21, atom 30 (H): 0.20

Arrangement 2

Below is a 2-piece molecular cluster, C11H18O overall, with properties calculated with ωB97M-V/def2-TZVPD.

Its molar mass is 166.264 g mol⁻¹. As for the frontier orbital gap: 9.14 eV. As for the HOMO energy: -8.3 eV. The SMILES is CCc1ccc(O)cc1.CCC.

Cartesian coordinates (Å):
C (-2.68, -1.29, 0.27)
C (-1.25, -0.92, -0.25)
C (-0.22, -0.69, 0.71)
C (0.64, -1.75, 1.16)
C (1.60, -1.65, 2.15)
C (1.78, -0.36, 2.72)
O (2.42, -0.30, 3.96)
C (1.15, 0.79, 2.22)
C (0.03, 0.49, 1.39)
H (-3.27, -1.59, -0.55)
H (-3.15, -0.40, 0.94)
H (-2.54, -1.95, 1.22)
H (-1.08, -1.87, -0.84)
H (-1.29, -0.28, -1.17)
H (0.37, -2.73, 0.71)
H (2.10, -2.50, 2.75)
H (2.54, -1.29, 4.23)
H (1.28, 1.85, 2.47)
H (-0.65, 1.38, 1.27)
C (-0.74, 0.87, -5.05)
C (-1.27, 1.80, -3.99)
C (-0.30, 2.40, -3.02)
H (-1.51, 0.52, -5.66)
H (-0.13, 1.43, -5.74)
H (-0.21, 0.00, -4.74)
H (-2.24, 1.43, -3.47)
H (-1.77, 2.56, -4.77)
H (-0.83, 2.74, -2.25)
H (0.34, 3.24, -3.32)
H (0.33, 1.67, -2.67)

Population analysis type natural (NBO), resulting atomic charges in e: atom 1 (C): -0.60, atom 2 (C): -0.43, atom 3 (C): -0.10, atom 4 (C): -0.15, atom 5 (C): -0.32, atom 6 (C): 0.32, atom 7 (O): -0.67, atom 8 (C): -0.28, atom 9 (C): -0.15, atom 10 (H): 0.22, atom 11 (H): 0.20, atom 12 (H): 0.22, atom 13 (H): 0.21, atom 14 (H): 0.22, atom 15 (H): 0.21, atom 16 (H): 0.21, atom 17 (H): 0.47, atom 18 (H): 0.24, atom 19 (H): 0.20, atom 20 (C): -0.61, atom 21 (C): -0.38, atom 22 (C): -0.62, atom 23 (H): 0.21, atom 24 (H): 0.20, atom 25 (H): 0.19, atom 26 (H): 0.20, atom 27 (H): 0.19, atom 28 (H): 0.21, atom 29 (H): 0.21, atom 30 (H): 0.20

What should be chosen as the most stable of them? Choose arrangement 1.

Arrangement 1

Below is a single C3H10N4 molecule, with properties calculated with ωB97M-V/def2-TZVPD.

Its molar mass is 102.141 g mol⁻¹. As for the frontier orbital gap: 8.76 eV. As for the HOMO energy: -7.8 eV. The SMILES is C/C=C\NN(N)N.

Cartesian coordinates (Å):
C (-2.60, 0.05, -0.64)
C (-1.92, -0.24, 0.67)
C (-0.61, -0.31, 0.89)
N (0.42, -0.29, -0.03)
N (1.76, 0.17, 0.43)
N (2.68, -0.86, 0.24)
N (2.23, 1.32, -0.18)
H (-3.12, 1.00, -0.60)
H (-1.90, 0.08, -1.47)
H (-3.34, -0.72, -0.86)
H (-2.58, -0.33, 1.52)
H (-0.24, -0.46, 1.90)
H (0.17, -0.05, -0.98)
H (2.73, -1.19, -0.72)
H (2.39, -1.63, 0.84)
H (1.76, 2.14, 0.20)
H (2.18, 1.31, -1.20)

Population analysis type natural (NBO), resulting atomic charges in e: atom 1 (C): -0.64, atom 2 (C): -0.30, atom 3 (C): -0.01, atom 4 (N): -0.53, atom 5 (N): 0.01, atom 6 (N): -0.64, atom 7 (N): -0.65, atom 8 (H): 0.21, atom 9 (H): 0.19, atom 10 (H): 0.22, atom 11 (H): 0.20, atom 12 (H): 0.20, atom 13 (H): 0.35, atom 14 (H): 0.32, atom 15 (H): 0.36, atom 16 (H): 0.37, atom 17 (H): 0.32

Arrangement 2

Below is a 2-piece molecular cluster, C3H10N4 overall, with properties calculated with ωB97M-V/def2-TZVPD.

Its molar mass is 102.141 g mol⁻¹. As for the frontier orbital gap: 9.26 eV. As for the HOMO energy: -8.5 eV. The SMILES is [H]/N=C(/C)NC.[H]/N=N/[H].

Cartesian coordinates (Å):
H (-0.48, -1.78, 0.92)
N (0.23, -1.80, 0.20)
C (0.15, -0.76, -0.56)
C (1.11, -0.65, -1.72)
N (-0.78, 0.26, -0.39)
C (-2.08, 0.05, 0.24)
H (0.77, -1.29, -2.54)
H (2.10, -0.97, -1.40)
H (1.17, 0.39, -2.07)
H (-0.82, 0.91, -1.17)
H (-1.99, 0.17, 1.32)
H (-2.47, -0.95, 0.02)
H (-2.79, 0.79, -0.14)
H (2.44, 1.74, 2.79)
N (1.74, 1.14, 2.34)
N (1.29, 1.62, 1.29)
H (0.43, 1.12, 0.86)

Population analysis type natural (NBO), resulting atomic charges in e: atom 1 (H): 0.33, atom 2 (N): -0.70, atom 3 (C): 0.44, atom 4 (C): -0.67, atom 5 (N): -0.65, atom 6 (C): -0.42, atom 7 (H): 0.24, atom 8 (H): 0.25, atom 9 (H): 0.21, atom 10 (H): 0.39, atom 11 (H): 0.20, atom 12 (H): 0.20, atom 13 (H): 0.21, atom 14 (H): 0.30, atom 15 (N): -0.32, atom 16 (N): -0.34, atom 17 (H): 0.34

What should be chosen as the most stable of them? Choose arrangement 2.

Arrangement 1

Below is C3H10N4 as an isolated structure, with properties calculated with ωB97M-V/def2-TZVPD.

Its molar mass is 102.141 g mol⁻¹. As for the frontier orbital gap: 9.26 eV. As for the HOMO energy: -8.4 eV.

Cartesian coordinates (Å):
C (0.80, 0.98, 1.56)
N (0.82, 0.21, 0.31)
N (1.01, -1.18, 0.61)
H (1.45, 0.52, -0.86)
H (0.12, -1.57, 0.92)
H (1.25, -1.63, -0.27)
H (0.77, 2.04, 1.31)
H (1.70, 0.75, 2.12)
H (-0.07, 0.72, 2.16)
C (-1.48, -0.35, -0.80)
C (-0.30, 0.56, -0.75)
N (-1.85, -1.05, 0.19)
N (0.56, 0.62, -1.89)
H (-2.71, -1.57, 0.01)
H (0.54, -0.26, -2.40)
H (-1.98, -0.35, -1.78)
H (-0.64, 1.56, -0.45)

Population analysis type natural (NBO), resulting atomic charges in e: atom 1 (C): -0.42, atom 2 (N): -0.32, atom 3 (N): -0.66, atom 4 (H): 0.44, atom 5 (H): 0.37, atom 6 (H): 0.35, atom 7 (H): 0.20, atom 8 (H): 0.22, atom 9 (H): 0.20, atom 10 (C): 0.14, atom 11 (C): 0.02, atom 12 (N): -0.65, atom 13 (N): -0.94, atom 14 (H): 0.35, atom 15 (H): 0.33, atom 16 (H): 0.17, atom 17 (H): 0.19

Arrangement 2

Below is a 2-piece molecular cluster, C3H10N4 overall, with properties calculated with ωB97M-V/def2-TZVPD.

Its molar mass is 102.141 g mol⁻¹. As for the frontier orbital gap: 8.71 eV. As for the HOMO energy: -7.7 eV.

Cartesian coordinates (Å):
C (-1.40, 1.35, 0.67)
C (-1.10, -0.25, -0.93)
C (0.61, -1.55, 0.83)
N (2.39, 0.19, -0.55)
N (1.77, 1.17, -0.23)
N (-0.96, 0.08, 0.44)
N (0.00, -0.49, 1.17)
H (-1.11, 2.10, -0.09)
H (-2.49, 1.34, 0.80)
H (-1.11, 1.69, 1.72)
H (-0.21, 0.28, -1.43)
H (-1.06, -1.24, -1.25)
H (-2.01, -0.04, -1.43)
H (2.33, -0.67, 0.12)
H (1.01, -1.91, 1.68)
H (0.35, -2.15, -0.08)
H (3.00, 0.10, -1.44)

Population analysis type natural (NBO), resulting atomic charges in e: atom 1 (C): -0.40, atom 2 (C): -0.46, atom 3 (C): -0.32, atom 4 (N): -0.40, atom 5 (N): -0.23, atom 6 (N): -0.26, atom 7 (N): -0.16, atom 8 (H): 0.20, atom 9 (H): 0.19, atom 10 (H): 0.23, atom 11 (H): 0.19, atom 12 (H): 0.20, atom 13 (H): 0.22, atom 14 (H): 0.33, atom 15 (H): 0.20, atom 16 (H): 0.16, atom 17 (H): 0.30

What should be chosen as the most stable of them? Choose arrangement 1.

Arrangement 1

Below is an isolated ion of composition C5H14NS2 and charge +1, with properties calculated with ωB97M-V/def2-TZVPD.

Its molar mass is 152.308 g mol⁻¹. As for the frontier orbital gap: 9.64 eV. As for the HOMO energy: -12.9 eV. The SMILES is CSC(SC)[NH+](C)C. As for the net charge: +1.

Cartesian coordinates (Å):
C (-2.72, 0.65, -1.17)
S (-1.53, 1.78, -0.36)
C (-0.28, 0.20, 0.16)
S (-0.94, -1.07, 1.26)
C (-0.57, -2.57, 0.28)
N (0.90, 0.84, 0.75)
C (1.50, 1.82, -0.23)
C (1.96, -0.14, 1.02)
H (-3.39, 1.23, -1.83)
H (-3.26, 0.19, -0.48)
H (-2.17, -0.09, -1.72)
H (-0.05, -0.31, -0.76)
H (-1.26, -2.75, -0.53)
H (-0.65, -3.37, 0.99)
H (0.47, -2.59, -0.26)
H (0.51, 1.56, 1.46)
H (1.75, 1.12, -1.14)
H (0.76, 2.40, -0.65)
H (2.35, 2.30, 0.11)
H (1.92, -0.73, 0.16)
H (3.01, 0.22, 1.08)
H (1.71, -0.69, 1.86)

Population analysis type natural (NBO), resulting atomic charges in e: atom 1 (C): -0.69, atom 2 (S): 0.16, atom 3 (C): -0.26, atom 4 (S): 0.27, atom 5 (C): -0.75, atom 6 (N): -0.42, atom 7 (C): -0.41, atom 8 (C): -0.41, atom 9 (H): 0.26, atom 10 (H): 0.21, atom 11 (H): 0.21, atom 12 (H): 0.23, atom 13 (H): 0.23, atom 14 (H): 0.26, atom 15 (H): 0.22, atom 16 (H): 0.47, atom 17 (H): 0.21, atom 18 (H): 0.25, atom 19 (H): 0.24, atom 20 (H): 0.21, atom 21 (H): 0.25, atom 22 (H): 0.24

Arrangement 2

Below is a 2-piece molecular cluster, C5H14NS2 overall, with properties calculated with ωB97M-V/def2-TZVPD.

Its molar mass is 152.308 g mol⁻¹. As for the frontier orbital gap: 8.63 eV. As for the HOMO energy: -11.9 eV. As for the net charge: +1.

Cartesian coordinates (Å):
C (-2.64, -1.69, -0.25)
S (-2.25, 0.01, -0.83)
S (-2.42, 1.03, 0.97)
C (-1.18, 2.29, 0.68)
H (-1.98, -1.96, 0.57)
H (-3.68, -1.69, 0.05)
H (-2.52, -2.37, -1.09)
H (-1.32, 2.81, -0.27)
H (-1.26, 3.06, 1.45)
H (-0.16, 1.90, 0.73)
C (2.63, 0.69, -0.40)
C (1.66, -0.36, 0.03)
C (1.40, -0.75, 1.27)
N (0.80, -0.89, -1.05)
H (3.16, 1.09, 0.46)
H (3.37, 0.30, -1.09)
H (2.11, 1.49, -0.94)
H (0.65, -1.51, 1.45)
H (1.94, -0.36, 2.11)
H (1.24, -0.77, -1.96)
H (-0.16, -0.42, -1.01)
H (0.60, -1.88, -0.89)

Population analysis type natural (NBO), resulting atomic charges in e: atom 1 (C): -0.73, atom 2 (S): 0.07, atom 3 (S): 0.14, atom 4 (C): -0.76, atom 5 (H): 0.22, atom 6 (H): 0.25, atom 7 (H): 0.24, atom 8 (H): 0.23, atom 9 (H): 0.26, atom 10 (H): 0.20, atom 11 (C): -0.67, atom 12 (C): 0.14, atom 13 (C): -0.36, atom 14 (N): -0.75, atom 15 (H): 0.26, atom 16 (H): 0.24, atom 17 (H): 0.23, atom 18 (H): 0.21, atom 19 (H): 0.25, atom 20 (H): 0.44, atom 21 (H): 0.44, atom 22 (H): 0.44

What should be chosen as the most stable of them? Choose arrangement 2.